(1)
Molecular formula: C42H31AgAsCl2IN4
Method: DFT, ωB97M-V/def2-TZVPD

Positions of all 82 atoms, in Å:
Ag 0.423 2.401 -0.025
C 4.661 1.194 0.185
C 4.898 0.924 1.532
C 3.816 0.846 2.389
C 2.514 1.061 1.912
C 2.232 1.383 0.569
C 3.371 1.410 -0.267
C 1.378 0.935 2.874
C 1.463 0.103 4.039
C 0.380 -0.040 4.852
C -0.824 0.648 4.552
C -2.005 0.563 5.328
C -3.122 1.265 4.966
C -3.101 2.092 3.814
C -1.975 2.190 3.049
C -0.813 1.452 3.399
N 0.268 1.564 2.593
H 5.495 1.240 -0.510
H 5.907 0.782 1.906
H 3.993 0.659 3.445
H 3.238 1.642 -1.320
H 2.374 -0.441 4.250
H 0.426 -0.687 5.723
H -2.011 -0.067 6.212
H -4.023 1.192 5.563
H -3.985 2.653 3.532
H -1.926 2.826 2.170
I -6.018 2.068 0.411
C -4.074 1.394 0.264
C -3.565 0.272 0.874
N -2.268 0.228 0.524
N -1.908 1.252 -0.260
C -2.995 1.980 -0.431
H -4.017 -0.454 1.529
H -1.545 -0.404 0.833
H -2.954 2.894 -1.006
Cl -2.137 6.674 0.356
C -2.153 5.900 -1.223
C -3.025 6.382 -2.157
C -3.121 5.828 -3.444
C -2.259 4.764 -3.736
C -1.381 4.270 -2.807
Cl -0.320 2.953 -3.308
C -1.245 4.721 -1.379
N -0.537 4.228 -0.461
H -3.663 7.220 -1.888
H -3.819 6.214 -4.176
H -2.273 4.316 -4.727
C -0.626 -6.395 0.540
C 0.590 -5.859 0.934
C 0.926 -4.554 0.590
C 0.060 -3.766 -0.158
C -1.168 -4.312 -0.535
C -1.508 -5.612 -0.196
As 0.393 -1.841 -0.513
C -0.204 -1.791 -2.367
C -0.690 -0.577 -2.840
C -1.116 -0.467 -4.162
C -1.059 -1.564 -5.004
C -0.567 -2.779 -4.537
C -0.139 -2.891 -3.224
C 2.324 -2.021 -0.766
C 3.130 -1.998 0.367
C 4.500 -2.190 0.261
C 5.082 -2.371 -0.984
C 4.288 -2.349 -2.122
C 2.915 -2.179 -2.015
H -0.888 -7.412 0.807
H 1.287 -6.455 1.511
H 1.886 -4.160 0.898
H -1.869 -3.715 -1.109
H -2.464 -6.016 -0.507
H -0.735 0.293 -2.192
H -1.476 0.492 -4.512
H -1.393 -1.475 -6.031
H -0.511 -3.639 -5.195
H 0.249 -3.838 -2.868
H 2.695 -1.790 1.338
H 5.115 -2.153 1.150
H 6.155 -2.496 -1.070
H 4.740 -2.457 -3.102
H 2.306 -2.154 -2.908

Values from the calculation:
Maximum force: 0.78 eV/A
Net charge: -2
Total energy: -5438.85621 Eh
Relative energy (zero: lowest compared OMol25 entry of this formula, charge and spin): 118.8 kJ/mol
Gap between HOMO and LUMO: 3.12 eV

(2)
Molecular formula: C4H16NO3
Method: DFT, ωB97M-V/def2-TZVPD

Positions of all 24 atoms, in Å:
C 0.443 -1.260 1.442
C -0.252 -0.669 0.182
C 0.361 -1.288 -1.102
C 1.862 -1.617 -1.140
O 0.029 -0.216 -2.056
N 0.054 0.911 0.087
H 0.126 -2.175 1.669
H 1.569 -1.264 1.391
H 0.151 -0.596 2.308
H -1.384 -0.764 0.226
H -0.162 -2.201 -1.433
H 2.576 -0.868 -0.630
H 2.146 -2.462 -0.726
H 2.176 -1.704 -2.208
H -0.211 -0.597 -3.007
H -0.109 1.361 1.006
H 1.126 1.131 -0.131
H -0.567 1.510 -0.555
H 0.334 1.962 3.608
H -1.252 1.500 3.223
O -0.377 1.937 2.848
H -3.177 1.993 -2.311
H -2.827 3.153 -1.253
O -2.634 2.222 -1.438

Values from the calculation:
Maximum force: 5.69 eV/A
Net charge: +1
Total energy: -442.19382 Eh
Relative energy (zero: lowest compared OMol25 entry of this formula, charge and spin): 185.8 kJ/mol
Gap between HOMO and LUMO: 11.47 eV

One value per record, in order, for LUMO level: 3.699, -2.848 eV.